Density functional theory data (ωB97M-V/def2-TZVPD) for a structure of composition C27H40FN10O5PS2V in a non-equilibrium geometry.

## Properties
Kohn-Sham gap (spin up / spin down) ... 7.28 / 7.81 eV
Total charge ... +2
Multiplicity ... 2
⟨S²⟩ ... 0.76

Each line ends with the Mulliken spin population.
Element x y z (Å)
V: -0.77 -0.18 -0.33  1.07
C: 1.52 -6.44 -0.16  0.00
N: 1.90 -5.03 -0.30  0.00
C: 3.17 -4.56 -0.45  0.00
C: 3.07 -3.20 -0.57  0.00
N: 1.76 -2.82 -0.49  0.00
C: 1.08 -3.93 -0.34  0.00
P: -0.71 -4.10 -0.19  0.00
C: -1.10 -2.98 1.18  0.02
N: -0.87 -1.67 1.29  -0.03
C: -1.22 -1.31 2.57  0.02
C: -1.66 -2.41 3.24  0.00
N: -1.57 -3.46 2.35  0.00
C: -1.95 -4.85 2.67  0.00
C: -1.28 -3.04 -1.55  0.00
N: -1.19 -1.72 -1.73  -0.02
C: -1.75 -1.46 -2.98  0.01
C: -2.15 -2.62 -3.53  0.00
N: -1.86 -3.61 -2.63  0.00
C: -2.14 -5.04 -2.84  0.00
H: 2.43 -7.03 -0.10  0.00
H: 0.95 -6.59 0.75  0.00
H: 0.94 -6.77 -1.02  0.00
H: 4.02 -5.22 -0.47  0.00
H: 3.87 -2.48 -0.70  0.00
H: -1.11 -0.30 2.94  -0.01
H: -2.01 -2.54 4.25  0.00
H: -2.52 -4.84 3.59  0.00
H: -2.57 -5.25 1.87  0.00
H: -1.07 -5.47 2.80  0.00
H: -1.82 -0.47 -3.39  0.00
H: -2.62 -2.83 -4.48  0.00
H: -2.69 -5.13 -3.77  0.00
H: -1.21 -5.60 -2.93  0.00
H: -2.74 -5.43 -2.03  0.00
O: 6.20 0.93 1.69  0.00
C: 5.14 0.31 1.14  0.00
O: 5.22 -0.17 0.05  0.00
C: 3.89 0.27 1.96  0.00
C: 3.75 0.04 3.30  0.00
N: 2.42 -0.03 3.54  0.00
N: 1.67 0.12 2.44  0.00
C: 2.56 0.28 1.48  0.00
C: 2.13 0.59 0.10  0.01
O: 2.73 1.29 -0.64  -0.01
O: 0.90 0.04 -0.27  -0.06
H: 5.97 1.34 2.53  0.00
H: 4.47 -0.11 4.09  0.00
H: 1.97 -0.18 4.43  0.00
C: 0.19 2.96 5.15  0.00
C: 0.79 3.44 3.83  0.00
C: -0.22 3.61 2.70  0.00
S: -1.09 2.09 2.30  0.01
O: -0.65 1.79 0.84  0.02
C: -2.80 2.63 2.19  0.00
C: -3.16 3.38 0.91  0.00
C: -2.83 4.88 0.91  0.00
H: 0.95 2.94 5.93  0.00
H: -0.23 1.96 5.07  0.00
H: -0.60 3.63 5.49  0.00
H: 1.59 2.76 3.51  0.00
H: 1.26 4.41 3.99  0.00
H: 0.28 3.86 1.76  0.00
H: -0.95 4.37 2.94  0.00
H: -2.97 3.21 3.10  0.00
H: -3.37 1.70 2.27  0.00
H: -4.23 3.24 0.76  0.00
H: -2.67 2.89 0.07  0.00
H: -3.17 5.36 1.83  0.00
H: -3.32 5.38 0.07  0.00
H: -1.76 5.06 0.81  0.00
F: -2.46 0.01 -0.01  -0.03
S: -1.11 1.53 -2.06  0.00
C: 0.44 2.35 -2.24  -0.01
N: 0.73 3.33 -1.41  0.00
C: 1.98 4.11 -1.47  0.00
C: 2.45 4.13 -2.91  0.00
C: 2.56 2.71 -3.43  0.00
N: 1.26 2.04 -3.22  0.00
H: 0.09 3.44 -0.64  0.00
H: 2.73 3.64 -0.83  0.00
H: 1.77 5.11 -1.10  0.00
H: 3.41 4.63 -2.99  0.00
H: 1.73 4.69 -3.52  0.00
H: 3.32 2.15 -2.89  0.00
H: 2.78 2.68 -4.49  0.00
H: 0.97 1.29 -3.82  0.00